(1)
Formula: C4H8O
Source: the OMol25 dataset
Level of theory: ωB97M-V with the def2-TZVPD basis set

* frontier orbital gap: 10.05 eV
* SMILES: C=COCC
* LUMO energy: 1.1 eV
* highest occupied orbital energy: -8.9250 eV

```
! RIJCOSX wB97M-V def2-TZVPD def2/J DEFGRID3
* xyz 0 1
C 0.86 -1.62 -0.25
C 0.40 -0.87 -1.24
O 0.08 0.46 -1.19
C 0.15 1.14 0.06
C -1.05 0.81 0.91
H 0.99 -1.34 0.78
H 1.09 -2.66 -0.49
H 0.24 -1.22 -2.27
H 1.11 0.86 0.52
H 0.24 2.22 -0.24
H -1.08 1.40 1.82
H -1.05 -0.24 1.24
H -1.98 1.05 0.35
*
```


(2)
Formula: C11H16ClO2PSn
Source: the OMol25 dataset
Level of theory: ωB97M-V with the def2-TZVPD basis set

* frontier orbital gap: 6.62 eV
* LUMO energy: -10.0 eV
* highest occupied orbital energy: -16.6677 eV

```
! RIJCOSX wB97M-V def2-TZVPD def2/J DEFGRID3
* xyz 2 1
Cl 1.58 1.63 -1.42
C 0.37 -1.98 -2.76
C -0.33 -2.69 -1.72
C 0.44 -2.57 -0.47
H -1.28 -3.22 -1.82
C 1.64 -1.79 -0.77
C 1.60 -1.39 -2.20
H 2.32 -0.75 -2.68
H 0.06 -1.86 -3.81
H 0.19 -2.99 0.51
C 2.70 -1.37 0.20
Sn 0.04 -0.29 -0.98
C -2.38 -0.86 -0.39
C -1.34 1.16 -2.31
O -3.48 -1.07 -0.14
O -1.82 2.02 -2.89
H 2.28 -1.23 1.21
H 3.17 -0.44 -0.14
H 3.45 -2.17 0.24
C -1.69 1.39 2.75
P -0.84 1.08 1.20
C -1.28 2.66 0.38
C 0.83 0.89 1.92
H -2.76 1.55 2.54
H -1.25 2.29 3.18
H -1.53 0.53 3.42
H -1.27 3.45 1.14
H -0.60 2.91 -0.46
H -2.31 2.57 0.00
H 0.96 1.66 2.70
H 0.88 -0.10 2.40
H 1.63 0.98 1.16
*
```


(3)
Formula: C42H34N4O4OsS2Si
Source: the OMol25 dataset
Level of theory: ωB97M-V with the def2-TZVPD basis set

* frontier orbital gap (spin up / spin down): 7.14 / 6.37 eV
* LUMO energy (spin up / spin down): -6.1 / -7.5 eV
* highest occupied orbital energy (spin up / spin down): -13.2190 / -13.8772 eV

```
! RIJCOSX wB97M-V def2-TZVPD def2/J DEFGRID3
* xyz 2 5
Os -0.24 0.25 0.08
C -4.65 -0.42 1.10
O -4.55 0.88 0.44
C -3.24 1.07 0.29
N -2.42 0.22 0.71
C -3.20 -0.92 1.34
C -2.81 -1.09 2.84
C -2.94 0.02 3.70
C -2.50 -0.14 4.98
C -1.95 -1.35 5.46
C -1.74 -2.41 4.60
C -2.29 -2.26 3.33
C -2.72 2.20 -0.51
C -3.49 3.25 -0.99
C -2.77 4.30 -1.58
C -1.42 4.18 -1.77
C -0.79 3.07 -1.39
N -1.39 2.08 -0.74
C 0.65 2.84 -1.53
N 1.21 1.82 -1.07
C 2.66 1.92 -1.31
C 2.69 2.99 -2.34
O 1.42 3.67 -2.26
C 3.42 0.59 -1.70
C 3.81 0.25 -2.98
C 4.29 -0.97 -3.23
C 4.49 -1.90 -2.25
C 4.17 -1.60 -0.93
C 3.51 -0.39 -0.68
H -5.26 -1.09 0.50
H -5.19 -0.36 2.02
H -2.96 -1.75 0.66
H -3.36 0.99 3.38
H -2.72 0.63 5.75
H -1.72 -1.48 6.52
H -1.39 -3.39 4.91
H -2.33 -3.14 2.70
H -4.59 3.35 -0.82
H -3.24 5.16 -2.08
H -0.91 4.98 -2.27
H 3.11 2.22 -0.36
H 2.80 2.54 -3.32
H 3.42 3.79 -2.21
H 3.71 0.96 -3.75
H 4.49 -1.17 -4.26
H 4.84 -2.89 -2.49
H 4.33 -2.37 -0.21
H 3.32 -0.07 0.29
O 1.08 3.21 2.78
S 0.13 2.23 3.10
O -1.25 2.60 3.09
N 0.32 0.98 2.08
C 0.70 -0.13 2.57
S 0.79 -1.41 1.37
C 1.05 -0.07 3.99
C 1.55 -1.13 4.82
C 1.63 -0.87 6.20
C 1.18 0.40 6.73
C 0.72 1.40 5.89
C 0.62 1.13 4.54
H 1.97 -2.03 4.32
H 1.98 -1.70 6.87
H 1.27 0.53 7.81
H 0.52 2.47 6.21
C -1.33 1.78 -4.86
C -2.45 1.18 -4.27
C -2.28 0.18 -3.32
C -1.03 -0.27 -2.93
C 0.08 0.35 -3.53
C -0.04 1.34 -4.45
Si -0.72 -1.66 -1.79
C 0.45 -2.90 -2.30
C 0.75 -2.93 -3.66
C 1.67 -3.79 -4.13
C 2.48 -4.54 -3.29
C 2.19 -4.57 -1.91
C 1.18 -3.82 -1.42
H -1.42 2.64 -5.53
H -3.48 1.45 -4.37
H -3.19 -0.28 -2.95
H 1.14 -0.01 -3.41
H 0.84 1.73 -4.92
H -1.75 -2.29 -1.00
H 0.29 -2.22 -4.36
H 1.95 -3.87 -5.17
H 3.08 -5.25 -3.77
H 2.80 -5.24 -1.23
H 0.95 -3.69 -0.36
*
```